(1)
Computed, not measured: a molecular structure, C26H42N5O4PS2SiSr, with ωB97M-V with the def2-TZVPD basis set.

Each line ends with the Löwdin charge.
Geometry (Å):
1 Sr -0.65 1.14 -0.13  1.433
2 C -5.90 -0.51 -5.31  -0.194
3 Si -4.56 0.58 -4.57  0.496
4 C -3.48 1.20 -5.97  -0.186
5 C -5.40 1.97 -3.64  -0.185
6 C -3.61 -0.49 -3.33  -0.247
7 C -3.97 -1.81 -3.11  -0.077
8 C -3.38 -2.57 -2.11  -0.062
9 C -2.44 -1.96 -1.32  -0.159
10 N -2.04 -0.70 -1.50  -0.096
11 C -2.59 0.03 -2.50  -0.766
12 S -1.92 1.65 -2.74  0.469
13 H -6.48 0.07 -6.03  0.033
14 H -6.59 -0.88 -4.55  0.032
15 H -5.48 -1.37 -5.85  0.033
16 H -4.05 1.86 -6.62  0.031
17 H -3.12 0.36 -6.57  0.033
18 H -2.62 1.74 -5.58  -0.004
19 H -5.78 2.73 -4.33  0.031
20 H -4.70 2.45 -2.96  -0.009
21 H -6.24 1.58 -3.06  0.030
22 H -4.73 -2.26 -3.73  0.093
23 H -3.64 -3.61 -1.96  0.104
24 H -1.95 -2.49 -0.50  0.114
25 O 0.02 -0.72 1.22  -0.366
26 P 0.67 0.21 2.19  0.496
27 N 0.27 -0.12 3.74  -0.178
28 C 0.29 0.82 4.87  -0.198
29 C 1.26 0.18 5.86  -0.164
30 C 0.96 -1.31 5.70  -0.153
31 C 0.65 -1.49 4.21  -0.147
32 N -0.01 1.78 1.97  -0.354
33 C -1.50 1.91 2.06  -0.264
34 C -1.85 3.24 1.36  -0.169
35 C -0.50 3.96 1.26  -0.145
36 C 0.59 2.90 1.19  -0.259
37 N 2.22 0.49 1.83  -0.170
38 C 3.05 -0.55 1.14  -0.142
39 C 4.44 -0.41 1.76  -0.142
40 C 4.19 0.27 3.10  -0.156
41 C 3.08 1.26 2.75  -0.187
42 H -0.72 0.87 5.31  0.118
43 H 0.57 1.82 4.55  0.102
44 H 1.11 0.53 6.88  0.115
45 H 2.29 0.40 5.57  0.100
46 H 0.09 -1.58 6.29  0.114
47 H 1.79 -1.95 6.01  0.117
48 H -0.17 -2.19 4.03  0.120
49 H 1.52 -1.85 3.65  0.116
50 H -1.81 1.90 3.10  0.124
51 H -2.02 1.03 1.61  0.094
52 H -2.46 3.80 2.05  0.124
53 H -2.38 3.16 0.40  0.102
54 H -0.33 4.50 2.19  0.127
55 H -0.46 4.69 0.45  0.130
56 H 1.52 3.22 1.65  0.117
57 H 0.87 2.67 0.14  0.080
58 H 3.05 -0.36 0.08  0.099
59 H 2.65 -1.55 1.32  0.102
60 H 5.08 0.22 1.14  0.121
61 H 4.90 -1.39 1.84  0.102
62 H 5.07 0.76 3.52  0.116
63 H 3.82 -0.45 3.83  0.108
64 H 3.50 2.12 2.21  0.119
65 H 2.52 1.64 3.60  0.094
66 N 1.23 0.46 -2.84  0.063
67 C 1.95 -0.70 -2.44  -0.342
68 C 3.33 -0.78 -2.58  -0.051
69 C 4.04 -1.84 -2.03  -0.061
70 C 3.37 -2.85 -1.35  -0.274
71 C 1.98 -2.83 -1.31  -0.055
72 C 1.28 -1.76 -1.84  -0.048
73 S 4.25 -4.06 -0.36  0.415
74 O 5.57 -4.14 -0.96  -0.353
75 O 4.24 -3.42 0.96  -0.377
76 O 3.44 -5.26 -0.43  -0.352
77 H 0.35 0.28 -3.30  0.030
78 H 1.82 1.06 -3.41  0.080
79 H 3.87 0.02 -3.09  0.106
80 H 5.12 -1.89 -2.09  0.114
81 H 1.46 -3.65 -0.81  0.118
82 H 0.20 -1.73 -1.77  0.077

Charge: 0
F_max: 7.13 eV/Å
Molar mass: 699.467 g mol⁻¹
HOMO level: -7.47 eV
Calculated total energy: -82961.0331 eV
Spin multiplicity: 1


(2)
Computed, not measured: 2 unconnected molecules or ions with the total composition C5H14NO, with ωB97M-V with the def2-TZVPD basis set.

Each line ends with the Löwdin charge.
Geometry (Å):
1 C -1.36 -0.15 -0.20  -0.134
2 C -0.46 1.11 -0.36  -0.153
3 C 0.80 0.89 0.51  -0.186
4 C 0.90 1.12 1.81  -0.153
5 C 2.20 1.36 2.49  -0.091
6 N -0.54 -1.32 -0.72  0.182
7 H -2.34 0.15 -0.48  0.116
8 H -1.59 -0.50 0.80  0.126
9 H -0.93 1.92 0.23  0.124
10 H -0.21 1.43 -1.37  0.123
11 H 1.65 0.72 -0.20  0.122
12 H -0.06 1.05 2.35  0.125
13 H 2.54 2.40 2.46  0.090
14 H 2.98 0.69 2.04  0.101
15 H 2.10 1.31 3.58  0.078
16 H 0.39 -1.12 -0.28  0.152
17 H -0.61 -1.35 -1.76  0.122
18 H -0.82 -2.24 -0.41  0.157
19 H -1.85 -3.21 -3.24  0.074
20 H -1.45 -1.88 -4.02  0.068
21 O -1.34 -2.39 -3.21  -0.041

Charge: +1
F_max: 3.52 eV/Å
Molar mass: 104.173 g mol⁻¹
HOMO level: -12.89 eV
Calculated total energy: -8941.8172 eV
Spin multiplicity: 1


(3)
Computed, not measured: a gas-phase ion, CHO3PS2 (charge -2), with ωB97M-V with the def2-TZVPD basis set.

Each line ends with the Löwdin charge.
Geometry (Å):
1 O 1.44 -1.23 -0.39  -0.224
2 C 0.47 -1.29 0.39  -1.163
3 S -0.10 -2.54 1.33  0.306
4 P -0.49 0.50 0.18  0.134
5 O 0.51 1.75 1.02  -0.706
6 O -0.19 0.95 -1.41  -0.377
7 S -2.39 0.66 0.42  -0.005
8 H 0.75 1.21 -1.53  0.034

Charge: -2
F_max: 7.55 eV/Å
Molar mass: 156.124 g mol⁻¹
HOMO level: -0.15 eV
Calculated total energy: -38155.8885 eV
Spin multiplicity: 1
SMILES: [O-]C(=S)[P@@]([O-])(O)=S


(4)
Computed, not measured: a molecular structure, C37H37N5O4S3Ti, with ωB97M-V with the def2-TZVPD basis set.

Each line ends with the Löwdin charge.
Geometry (Å):
1 Ti 0.26 -0.24 -0.03  0.793
2 N -0.30 -0.99 2.03  0.026
3 N -0.62 -2.36 2.10  -0.012
4 C -0.48 -3.18 1.04  -0.772
5 N -0.77 -4.46 1.22  0.152
6 S 0.04 -2.66 -0.50  0.769
7 H 0.46 -0.80 2.70  0.099
8 H -1.11 -0.46 2.34  0.138
9 H -0.92 -2.72 3.00  0.174
10 H -1.04 -4.84 2.11  0.139
11 H -0.67 -5.10 0.45  0.126
12 C -4.55 2.22 -0.32  0.033
13 O -3.17 1.78 -0.22  0.037
14 C -2.86 0.52 -0.32  -0.484
15 O -1.64 0.23 -0.19  -0.099
16 N -3.79 -0.39 -0.56  0.055
17 N -3.45 -1.75 -0.59  0.089
18 H -4.51 3.29 -0.15  0.116
19 H -5.16 1.75 0.45  0.113
20 H -4.93 2.02 -1.32  0.113
21 H -4.73 -0.10 -0.76  0.157
22 H -3.49 -2.09 -1.54  0.116
23 H -4.14 -2.26 -0.04  0.114
24 C 8.44 -1.08 -1.34  -0.020
25 C 7.12 -1.01 -0.64  -0.227
26 C 6.10 -1.91 -0.94  -0.004
27 C 4.89 -1.87 -0.28  -0.067
28 C 4.68 -0.87 0.68  -0.383
29 C 5.69 0.03 1.01  -0.034
30 C 6.90 -0.05 0.35  0.005
31 S 3.13 -0.97 1.47  1.182
32 O 2.08 -0.47 0.40  -0.662
33 C 2.91 0.17 2.81  -0.327
34 C 2.61 -0.54 4.00  -0.106
35 C 2.18 0.14 5.11  0.004
36 C 1.99 1.53 5.07  -0.137
37 C 1.53 2.23 6.21  -0.005
38 C 1.36 3.59 6.17  -0.021
39 C 1.64 4.30 4.98  -0.017
40 C 2.09 3.66 3.87  0.007
41 C 2.29 2.25 3.88  -0.100
42 C 2.79 1.56 2.74  -0.133
43 C 3.27 2.40 1.60  -0.144
44 C 4.54 3.04 1.74  -0.122
45 C 5.34 2.87 2.90  -0.028
46 C 6.56 3.49 3.00  -0.027
47 C 7.04 4.31 1.95  -0.028
48 C 6.29 4.49 0.83  0.001
49 C 5.02 3.87 0.70  -0.130
50 C 4.22 4.10 -0.44  0.024
51 C 2.98 3.55 -0.54  -0.028
52 C 2.51 2.70 0.49  -0.282
53 S 0.82 2.20 0.46  0.946
54 O -0.08 3.20 1.03  -0.384
55 C 0.48 2.03 -1.28  -0.426
56 C -0.55 2.83 -1.80  -0.042
57 C -0.93 2.65 -3.11  0.019
58 C -0.36 1.67 -3.93  -0.228
59 C -0.80 1.51 -5.35  -0.019
60 C 0.65 0.87 -3.39  0.010
61 C 1.08 1.04 -2.08  -0.131
62 H 8.46 -1.88 -2.08  0.087
63 H 9.25 -1.26 -0.62  0.102
64 H 8.66 -0.14 -1.85  0.099
65 H 6.27 -2.68 -1.69  0.129
66 H 4.12 -2.60 -0.49  0.118
67 H 5.56 0.75 1.80  0.090
68 H 7.70 0.63 0.62  0.133
69 H 2.74 -1.61 4.03  0.114
70 H 1.99 -0.40 6.03  0.133
71 H 1.33 1.68 7.12  0.127
72 H 1.01 4.12 7.04  0.125
73 H 1.49 5.37 4.96  0.125
74 H 2.30 4.22 2.97  0.128
75 H 5.00 2.25 3.72  0.126
76 H 7.15 3.36 3.89  0.123
77 H 8.00 4.79 2.05  0.123
78 H 6.64 5.13 0.03  0.128
79 H 4.59 4.75 -1.22  0.134
80 H 2.35 3.76 -1.40  0.122
81 H -1.01 3.57 -1.17  0.126
82 H -1.70 3.30 -3.53  0.138
83 H -1.85 1.21 -5.40  0.097
84 H -0.21 0.77 -5.88  0.089
85 H -0.71 2.46 -5.89  0.103
86 H 1.14 0.13 -4.01  0.134
87 H 1.96 0.51 -1.74  0.116

Charge: +3
Expectation value of S²: 0.75
F_max: 0.66 eV/Å
Molar mass: 759.802 g mol⁻¹
HOMO level (spin up / spin down): -15.17 / -15.17 eV
Calculated total energy: -110209.0639 eV
Spin multiplicity: 2


(5)
Computed, not measured: a molecular structure, C6H8LiO6Tl, with ωB97M-V with the def2-TZVPD basis set.

Each line ends with the Löwdin charge.
Geometry (Å):
1 O -2.28 -2.32 0.50  0.053
2 C -2.52 -1.01 0.45  -0.445
3 C -1.90 -2.69 1.84  -0.083
4 O -2.81 -0.55 1.70  -0.098
5 C -2.34 -1.49 2.68  -0.088
6 H -0.82 -2.84 1.86  0.142
7 H -2.42 -3.62 2.10  0.134
8 H -1.53 -1.03 3.26  0.139
9 H -3.20 -1.72 3.33  0.134
10 O -1.71 -0.24 -0.19  -0.153
11 Tl -1.84 2.06 0.58  0.852
12 C -0.12 1.18 -1.51  -0.259
13 C 1.30 1.43 -1.11  -0.314
14 O 2.24 1.16 -2.21  -0.002
15 C 3.54 1.39 -2.02  -0.833
16 O 3.97 1.83 -0.92  -0.119
17 O 4.29 1.27 -3.03  -0.119
18 H -0.22 0.21 -2.02  0.026
19 H -0.41 1.84 -2.34  0.010
20 H 1.61 0.79 -0.27  0.102
21 H 1.47 2.48 -0.83  0.101
22 Li 5.69 1.89 -1.84  0.820

Charge: 0
F_max: 8.13 eV/Å
Molar mass: 387.448 g mol⁻¹
HOMO level (spin up / spin down): -6.08 / -6.08 eV
Calculated total energy: -23532.4592 eV
Spin multiplicity: 1